{"formula": "C2H3ClNOP", "method": "ωB97M-V/def2-TZVPD", "homo_ev": [-10.579, -10.579], "e_above_lowest_kcal_mol": 23.0, "spin_multiplicity": 1, "total_charge": 0, "smiles": "C[P@](=O)(Cl)C#N", "e_lumo_ha": [0.0109, 0.0109], "energy_ev": -27471.21895, "symbols": ["C", "P", "O", "Cl", "C", "N", "H", "H", "H"], "coordinates": [[-1.22, 0.34, -0.12], [0.48, 0.20, 0.25], [0.92, 0.35, 1.82], [1.49, 1.53, -0.81], [1.18, -1.41, -0.20], [1.63, -2.46, -0.32], [-1.71, 0.00, 0.79], [-1.45, 1.46, -0.32], [-1.32, -0.03, -1.09]]}